Entry 1:
Entry from the Open Molecules 2025 dataset: one molecule with the formula C5H8O2 (ωB97M-V with the def2-TZVPD basis set).

Computed properties:
- total charge = 0
- HOMO-LUMO gap (eV) = 9.320
- energy above the lowest of the compared OMol25 structures with the same formula, charge and spin (kJ/mol) = 304.4

Atoms and positions in Å:
H -1.06693 -1.55082 0.09372
C -1.13650 -0.45957 0.17000
C 0.21686 0.14201 -0.17135
H 0.50189 -0.07203 -1.21271
C 2.66693 -0.09055 0.29197
H 0.20852 1.23929 -0.08808
H -1.36163 -0.24546 1.22034
H -2.33669 1.15848 -0.64871
C -2.24080 0.06971 -0.73603
H -3.20675 -0.37329 -0.47642
O 3.23483 1.02041 0.67929
O 1.16782 -1.12479 1.67395
C 1.31214 -0.35875 0.73454
H 4.07608 0.80787 0.25728
H -2.03576 -0.16253 -1.78780

---

Entry 2:
Entry from the Open Molecules 2025 dataset: one molecule with the formula C5H8O2 (ωB97M-V with the def2-TZVPD basis set).

Computed properties:
- total charge = 0
- HOMO-LUMO gap (eV) = 10.703
- energy above the lowest of the compared OMol25 structures with the same formula, charge and spin (kJ/mol) = 122.5

Atoms and positions in Å:
H -1.75897 1.28206 -0.99716
C -1.03611 0.62910 -0.50938
H 0.92937 1.31948 1.47957
H 0.89147 1.66366 -0.57994
C -0.25025 -1.46350 -0.31426
O -1.06374 0.85739 0.90153
H 0.21143 0.15031 2.41257
H 1.76850 -0.74583 0.31366
H 0.67249 0.44269 -1.88727
H -0.61108 -2.19083 0.41842
C 0.23072 0.46197 1.37134
H 0.19380 -2.01550 -1.15897
C 0.44826 0.70328 -0.85316
O -1.36987 -0.70454 -0.79670
C 0.74400 -0.38973 0.19975

---

Q: Look up the energy above the lowest of the compared OMol25 structures with the same formula, charge and spin of the second one.
A: 122.5 kJ/mol

---

Q: Which of these has the highest energy above the lowest of the compared OMol25 structures with the same formula, charge and spin?
A: number 1